Entry from OMol25: C44H92BF10MnN5O10S2 as an isolated structure at a distorted geometry (ωB97M-V/def2-TZVPD).

CARTESIAN COORDINATES (ANGSTROEM)
Mn (15.47994, 16.93313, 17.54115)
B (14.05546, 16.41172, 15.43687)
F (14.91742, 15.65356, 16.19616)
F (13.97472, 17.55670, 16.25187)
F (14.63970, 16.79219, 14.25713)
F (12.75774, 15.78587, 15.31361)
C (17.16426, 19.13732, 20.76996)
F (17.83410, 18.92790, 19.61640)
F (17.82702, 18.38904, 21.66129)
F (17.22184, 20.40955, 21.14229)
S (15.36950, 18.45284, 20.43449)
O (15.45310, 17.10869, 20.87667)
O (14.38530, 19.27829, 21.11786)
N (15.27574, 18.49947, 18.68073)
S (14.75678, 19.98348, 18.33796)
O (15.29856, 21.14506, 19.02269)
O (14.98378, 20.17023, 16.90100)
C (12.80528, 19.82220, 18.61097)
F (12.23374, 20.20570, 17.47553)
F (12.45020, 18.58642, 18.88033)
F (12.47692, 20.74592, 19.50982)
C (19.74989, 17.43454, 16.04210)
C (18.18648, 17.27598, 15.82443)
C (17.98487, 17.10907, 14.28111)
C (18.18678, 15.72806, 13.72367)
C (17.57502, 14.60301, 14.51132)
C (17.89862, 14.73652, 16.07455)
N (17.56892, 16.09623, 16.51490)
O (17.60326, 16.25536, 17.88224)
C (16.97278, 13.68247, 16.70010)
C (19.33936, 14.24241, 16.25361)
C (17.47640, 18.61222, 16.14304)
H (20.14172, 18.37796, 15.66192)
H (20.34944, 16.72921, 15.46665)
H (20.02128, 17.19448, 17.07012)
H (16.93184, 17.31435, 14.08861)
H (18.58757, 17.79162, 13.68195)
H (19.26698, 15.68708, 13.58379)
H (17.84088, 15.57098, 12.70201)
H (17.84505, 13.64131, 14.07508)
H (16.50395, 14.67863, 14.32381)
H (17.19352, 12.64535, 16.44761)
H (17.07794, 13.66124, 17.78481)
H (15.90360, 13.82809, 16.54601)
H (20.13086, 14.53496, 15.56365)
H (19.77276, 14.33511, 17.24944)
H (19.41032, 13.15901, 16.15712)
H (17.63750, 18.96948, 17.16015)
H (16.42158, 18.56595, 15.87230)
H (17.93042, 19.45848, 15.62746)
H (18.55032, 16.32297, 18.02412)
C (12.99014, 16.79204, 9.99885)
C (13.76246, 15.45774, 9.98088)
C (13.59540, 14.86696, 8.59513)
C (14.37700, 13.61359, 8.23394)
C (15.85568, 13.99925, 8.30664)
C (16.16940, 14.55395, 9.78763)
N (15.21946, 15.64757, 10.18561)
O (15.66296, 16.33972, 11.33591)
C (16.24661, 13.27393, 10.70498)
C (17.59912, 15.24103, 9.68748)
C (13.12114, 14.53295, 11.03861)
H (13.25666, 17.27766, 10.93759)
H (11.97700, 16.78265, 9.59692)
H (13.50436, 17.38954, 9.24607)
H (12.52996, 14.69813, 8.43886)
H (13.81782, 15.63546, 7.85484)
H (14.10006, 13.32342, 7.22043)
H (14.07492, 12.72979, 8.79584)
H (16.10471, 14.63395, 7.45620)
H (16.49704, 13.14056, 8.10818)
H (16.19530, 13.64200, 11.72967)
H (15.49362, 12.51151, 10.50547)
H (17.23392, 12.83552, 10.55964)
H (18.23453, 14.53477, 9.15309)
H (17.43854, 16.11701, 9.05900)
H (18.09055, 15.60710, 10.58892)
H (13.32618, 14.92591, 12.03442)
H (13.53184, 13.52438, 10.99163)
H (12.04986, 14.36418, 10.92912)
H (15.24326, 15.88573, 12.07030)
C (14.46102, 7.90451, 15.83369)
C (14.32292, 9.35665, 15.45996)
C (14.88936, 9.55862, 14.05699)
C (14.45196, 10.87165, 13.25322)
C (12.94980, 10.90771, 13.31319)
C (12.32548, 10.87450, 14.75931)
N (12.86410, 9.66372, 15.45576)
O (12.33290, 9.52724, 16.76966)
C (12.59258, 12.13948, 15.43974)
C (10.84044, 10.68237, 14.56588)
C (15.10304, 10.25458, 16.47238)
H (14.17450, 7.57826, 16.83347)
H (15.46510, 7.49056, 15.74120)
H (13.80894, 7.30574, 15.19777)
H (15.97442, 9.62715, 14.13484)
H (14.62344, 8.65921, 13.50161)
H (14.83598, 10.84071, 12.23358)
H (14.88954, 11.75110, 13.72567)
H (12.60016, 10.09984, 12.67037)
H (12.62450, 11.77141, 12.73327)
H (12.28726, 12.98142, 14.81844)
H (12.17024, 12.23148, 16.44038)
H (13.66518, 12.31712, 15.51758)
H (10.22612, 10.97132, 15.41864)
H (10.47441, 11.24514, 13.70716)
H (10.55262, 9.63913, 14.43579)
H (16.03164, 9.82889, 16.85262)
H (14.44388, 10.45926, 17.31601)
H (15.39132, 11.22599, 16.07068)
H (11.90158, 8.67958, 16.63917)
C (8.80092, 14.30769, 15.08612)
C (9.02012, 15.69383, 14.41574)
C (7.70118, 16.07474, 13.85785)
C (7.70110, 17.61325, 13.47259)
C (7.93316, 18.50351, 14.67781)
C (9.20158, 18.14324, 15.42543)
N (9.39599, 16.67200, 15.44278)
O (10.52626, 16.27837, 16.22268)
C (10.42153, 18.89835, 14.90328)
C (8.98170, 18.71351, 16.85757)
C (10.18312, 15.49423, 13.36351)
H (9.58198, 14.11782, 15.82232)
H (8.87144, 13.56310, 14.29321)
H (7.86004, 14.19534, 15.62484)
H (7.49810, 15.68120, 12.86187)
H (6.83738, 15.89685, 14.49838)
H (6.78314, 17.69917, 12.89114)
H (8.48117, 17.79474, 12.73323)
H (7.03208, 18.39927, 15.28220)
H (8.01742, 19.53685, 14.34135)
H (10.54556, 18.47355, 13.90715)
H (10.28417, 19.97791, 14.84184)
H (11.34956, 18.73343, 15.45069)
H (8.12994, 18.23899, 17.34483)
H (9.80504, 18.51659, 17.54419)
H (8.76015, 19.78071, 16.84771)
H (10.82440, 16.37294, 13.29481)
H (9.78319, 15.33878, 12.36151)
H (10.73134, 14.58358, 13.60488)
H (11.30132, 16.31711, 15.65756)
C (12.98376, 20.90976, 13.83968)
C (14.30690, 20.15394, 13.71528)
C (14.82210, 20.15759, 12.27533)
O (15.32008, 20.87865, 14.49412)
H (12.23032, 20.44551, 13.20337)
H (13.10762, 21.91722, 13.44248)
H (12.66986, 20.96143, 14.88222)
H (14.22530, 19.11839, 14.04555)
H (14.91158, 21.23199, 12.11487)
H (14.02270, 19.82847, 11.61144)
H (15.78498, 19.66994, 12.12320)
H (15.13482, 20.71649, 15.42201)
C (13.91460, 13.22998, 19.02403)
C (13.44924, 14.62903, 18.68849)
C (12.27696, 15.04386, 19.58606)
O (14.45934, 15.61571, 18.91159)
H (13.17372, 12.43053, 19.01557)
H (14.32328, 13.19264, 20.03383)
H (14.79764, 12.92074, 18.46481)
H (13.10206, 14.63685, 17.65529)
H (12.53880, 15.22192, 20.62905)
H (11.42866, 14.37129, 19.45902)
H (11.92546, 16.02833, 19.27724)
H (14.64374, 15.56498, 19.85234)

Computed properties:
* 2S+1: 6
* relative energy (zero: lowest compared OMol25 entry of this formula, charge and spin): 212.8 kJ/mol
* E: -155887.0892 eV
* ⟨S²⟩: 8.75



Entry from OMol25: a 8-piece molecular cluster, C44H94F6O22 overall at a distorted geometry (ωB97M-V/def2-TZVPD).

CARTESIAN COORDINATES (ANGSTROEM)
C (-19.13748, 2.78870, 14.47064)
C (-18.61427, 3.40845, 15.81132)
O (-19.67727, 4.16589, 16.34731)
C (-19.58847, 4.96299, 17.52873)
O (-18.54656, 5.11660, 18.15694)
C (-20.92507, 5.51250, 18.14249)
F (-21.92965, 5.05991, 17.40739)
F (-21.05558, 5.32520, 19.46111)
F (-20.88189, 6.85913, 17.91695)
H (-19.38562, 3.68591, 13.90359)
H (-20.03858, 2.24485, 14.75410)
H (-18.31663, 2.19222, 14.07250)
H (-17.82351, 4.15861, 15.80377)
H (-18.25813, 2.62967, 16.48569)
C (-13.93482, 13.85296, 17.12402)
C (-13.86666, 12.79667, 18.20530)
O (-13.48191, 11.64649, 17.64688)
C (-12.25644, 11.29185, 17.30167)
O (-11.24019, 11.98816, 17.44385)
C (-12.15949, 9.84662, 16.79504)
F (-11.40720, 8.98998, 17.50024)
F (-13.36095, 9.23745, 16.70714)
F (-11.66487, 9.76923, 15.54168)
H (-14.73649, 13.83699, 16.38568)
H (-12.98695, 14.05567, 16.62547)
H (-14.14816, 14.76132, 17.68747)
H (-14.89081, 12.63951, 18.54368)
H (-13.21091, 13.03640, 19.04233)
C (-7.80960, 7.93994, 7.55841)
O (-7.43318, 8.11636, 8.95992)
C (-6.10641, 8.60459, 9.25063)
C (-5.74695, 9.83982, 8.41892)
O (-6.78934, 10.80334, 8.28017)
C (-7.18240, 11.39577, 9.53158)
C (-8.02789, 12.58717, 9.08943)
O (-9.29934, 12.07389, 8.93043)
C (-10.38979, 13.01592, 8.65303)
H (-8.83801, 7.62216, 7.38663)
H (-7.20832, 7.12411, 7.15719)
H (-7.57846, 8.78668, 6.91210)
H (-5.44276, 7.74139, 9.20022)
H (-5.96964, 8.82645, 10.30901)
H (-5.37892, 9.48484, 7.45631)
H (-4.94048, 10.43891, 8.84179)
H (-6.29673, 11.65466, 10.11181)
H (-7.90161, 10.75900, 10.04672)
H (-7.82271, 13.23748, 8.23908)
H (-8.02672, 13.27180, 9.93760)
H (-10.62407, 13.65631, 9.50338)
H (-11.32128, 12.46962, 8.50476)
H (-10.14651, 13.69434, 7.83531)
C (-13.10906, 21.92756, 10.10551)
O (-13.05836, 21.58208, 8.69332)
C (-12.85147, 22.50373, 7.68976)
C (-13.03893, 21.99792, 6.28842)
O (-12.40204, 22.87104, 5.40633)
C (-12.76160, 22.54313, 4.02994)
C (-12.40110, 21.30128, 3.22021)
O (-13.00255, 20.16800, 3.78985)
C (-12.70540, 18.95126, 3.16643)
H (-14.03384, 22.37249, 10.47281)
H (-12.43485, 22.77639, 10.21964)
H (-12.76510, 21.10908, 10.73789)
H (-11.88130, 22.98178, 7.82523)
H (-13.55309, 23.32656, 7.82674)
H (-14.12235, 21.93314, 6.18783)
H (-12.67080, 20.98474, 6.12704)
H (-12.33929, 23.41976, 3.53874)
H (-13.77855, 22.89654, 3.85965)
H (-11.32797, 21.11074, 3.20685)
H (-12.78653, 21.39728, 2.20517)
H (-11.76099, 18.65887, 3.62544)
H (-12.49573, 18.94647, 2.09679)
H (-13.48611, 18.19140, 3.20098)
C (-13.00117, 26.60077, 23.58164)
O (-14.30456, 26.34462, 23.02064)
C (-14.23162, 26.50322, 21.56397)
C (-15.62115, 26.31064, 21.03747)
O (-16.16559, 25.10175, 21.45547)
C (-17.58865, 24.98804, 21.46387)
C (-17.96623, 23.46323, 21.57567)
O (-17.32771, 22.53791, 20.67679)
C (-17.76246, 22.58890, 19.32265)
H (-12.26661, 25.87959, 23.22326)
H (-13.16633, 26.56813, 24.65856)
H (-12.56590, 27.58750, 23.42355)
H (-13.51583, 25.76183, 21.20888)
H (-13.73496, 27.45712, 21.38647)
H (-15.74875, 26.42960, 19.96152)
H (-16.26339, 27.06345, 21.49454)
H (-17.98017, 25.51234, 20.59214)
H (-17.98744, 25.62443, 22.25386)
H (-19.04572, 23.38643, 21.44559)
H (-17.77272, 23.06108, 22.57011)
H (-17.26872, 21.81181, 18.73918)
H (-17.36158, 23.52012, 18.92234)
H (-18.82917, 22.65103, 19.10736)
C (-15.78905, 7.51844, 7.92116)
O (-16.76189, 7.62360, 6.90437)
C (-17.67764, 8.74764, 6.92100)
C (-18.68403, 8.73220, 5.75693)
O (-18.31490, 8.82405, 4.42035)
C (-17.40851, 7.84431, 3.94254)
C (-16.95636, 8.08085, 2.48657)
O (-18.00541, 8.30707, 1.60083)
C (-18.85726, 7.18784, 1.34496)
H (-14.86137, 8.08991, 7.89083)
H (-15.38619, 6.51611, 7.77571)
H (-16.19178, 7.66196, 8.92381)
H (-17.04682, 9.63579, 6.88416)
H (-18.08147, 8.77478, 7.93306)
H (-19.35335, 9.56924, 5.95562)
H (-19.39323, 7.91011, 5.85334)
H (-17.75911, 6.81335, 3.99064)
H (-16.47195, 7.89721, 4.49766)
H (-16.19206, 7.40091, 2.11023)
H (-16.41748, 9.02808, 2.50843)
H (-19.17655, 6.61122, 2.21310)
H (-18.36097, 6.48365, 0.67719)
H (-19.76447, 7.69504, 1.01662)
C (-13.58381, 18.70344, 26.63533)
O (-13.74244, 17.33914, 26.63453)
C (-14.30761, 16.78918, 25.52028)
C (-14.60967, 15.21057, 25.53705)
O (-13.40379, 14.37238, 25.48303)
C (-13.50157, 13.08719, 26.13480)
C (-14.50429, 12.09316, 25.42729)
O (-15.82620, 12.47992, 25.90699)
C (-16.79939, 11.88381, 25.00165)
H (-14.29213, 19.36093, 26.13125)
H (-12.57066, 18.83919, 26.25691)
H (-13.56009, 18.95695, 27.69516)
H (-13.78075, 17.09100, 24.61508)
H (-15.22637, 17.35047, 25.35016)
H (-15.27833, 14.86060, 24.75059)
H (-15.03765, 14.96087, 26.50791)
H (-14.03034, 13.16548, 27.08473)
H (-12.51810, 12.66670, 26.34480)
H (-14.31393, 11.06094, 25.72122)
H (-14.41586, 12.42330, 24.39226)
H (-16.55615, 12.06542, 23.95477)
H (-17.81718, 12.26393, 25.08967)
H (-16.87986, 10.86444, 25.37912)
C (0.68705, 9.02046, 11.43361)
O (1.77092, 8.61777, 12.33158)
C (2.17615, 9.57770, 13.34581)
C (1.26439, 9.70797, 14.61288)
O (0.19477, 10.55855, 14.34475)
C (-0.54874, 10.90092, 15.58987)
C (-2.06925, 11.37244, 15.44902)
O (-2.22768, 12.53077, 14.62524)
C (-3.30746, 13.44318, 14.91520)
H (0.37061, 8.17855, 10.81784)
H (1.10896, 9.89326, 10.93531)
H (-0.13173, 9.37340, 12.06062)
H (2.44259, 10.56362, 12.96493)
H (3.13532, 9.24247, 13.74043)
H (1.93849, 10.16179, 15.33934)
H (0.95563, 8.72578, 14.97074)
H (0.01116, 11.77766, 15.91535)
H (-0.46140, 10.10746, 16.33209)
H (-2.38707, 11.47431, 16.48667)
H (-2.79205, 10.65703, 15.05677)
H (-3.55131, 13.70844, 15.94393)
H (-4.22910, 12.93586, 14.63000)
H (-3.17445, 14.34891, 14.32354)

Computed properties:
* SMILES: CCOC(=O)C(F)(F)F.CCOC(=O)C(F)(F)F.COCCOCCOC.COCCOCCOC.COCCOCCOC.COCCOCCOC.COCCOCCOC.COCCOCCOC
* relative energy (zero: lowest compared OMol25 entry of this formula, charge and spin): 715.8 kJ/mol
* E: -108484.2017 eV